1.
This record from OMol25 describes 2 unconnected molecules or ions with the total composition C3H9NO2 in a non-equilibrium geometry. The level of theory is ωB97M-V/def2-TZVPD.

XYZ file:
```
15
Properties=species:S:1:pos:R:3:nbo_charge:R:1
C -2.850 0.566 1.056 -0.7293
C -1.433 0.644 0.553 0.7950
O -0.543 -0.068 0.924 -0.5880
O -1.356 1.444 -0.530 -0.6922
H -3.129 -0.425 1.391 0.2450
H -3.499 0.987 0.295 0.2361
H -2.974 1.238 1.912 0.2415
H -0.498 1.420 -0.972 0.4933
C 2.836 -1.012 -0.387 -0.4069
N 1.782 -0.452 -1.237 -0.8457
H 2.441 -1.861 0.158 0.1806
H 3.324 -0.273 0.242 0.1961
H 3.578 -1.411 -1.082 0.1835
H 1.247 0.351 -0.955 0.3399
H 1.072 -1.149 -1.366 0.3511
```

Energy above the lowest of the compared OMol25 structures with the same formula, charge and spin (kcal per mole): 25.8
SMILES: CC(=O)O.CN
Frontier orbital gap (eV): 9.5
HOMO (eV): -8.87
Total charge: 0

2.
This record from OMol25 describes 2 unconnected molecules or ions with the total composition C4H14N2O in a non-equilibrium geometry. The level of theory is ωB97M-V/def2-TZVPD.

XYZ file:
```
21
Properties=species:S:1:pos:R:3:nbo_charge:R:1
C 1.402 0.512 0.736 -0.2165
C 0.330 0.009 -0.214 -0.4572
C -0.297 -1.340 0.193 -0.1165
C -1.626 -1.413 0.313 -0.0632
N -2.534 -2.352 0.978 -0.6952
N 2.287 1.576 0.102 -0.6949
H 0.777 0.898 1.512 0.2546
H 2.174 -0.190 0.858 0.2406
H -0.573 0.624 -0.347 0.2206
H 0.553 -0.074 -1.309 0.2657
H 0.205 -2.086 0.855 0.2359
H -2.280 -0.754 -0.269 0.2136
H -2.121 -3.191 1.414 0.4623
H -2.962 -1.905 1.823 0.4644
H -3.319 -2.623 0.366 0.4694
H 2.484 2.398 0.671 0.4561
H 3.198 1.156 -0.129 0.4460
H 1.991 1.962 -0.845 0.4884
H -0.095 3.124 -1.650 0.5016
H -0.471 1.753 -1.818 0.4749
O 0.355 2.259 -1.869 -0.9505
```

Energy above the lowest of the compared OMol25 structures with the same formula, charge and spin (kcal per mole): 43.8
Frontier orbital gap (eV): 11.6
HOMO (eV): -18.35
Total charge: +2

3.
This record from OMol25 describes 2 unconnected molecules or ions with the total composition C14H22I2O7 in a non-equilibrium geometry. The level of theory is ωB97M-V/def2-TZVPD.

XYZ file:
```
45
Properties=species:S:1:pos:R:3:nbo_charge:R:1
C -2.959 2.611 -2.069 -0.2542
O -2.249 2.008 -3.142 -0.5312
C -2.621 0.695 -3.416 -0.1256
C -1.706 -0.366 -2.778 0.1236
I -2.812 -1.452 -1.255 0.1293
O -1.453 -1.395 -3.755 -0.5367
C -0.431 -2.131 -3.201 0.9694
O -0.180 -3.282 -3.452 -0.5306
O 0.249 -1.343 -2.309 -0.5321
C -0.264 -0.027 -2.485 0.1936
I 0.778 0.626 -4.331 0.1074
C 0.121 0.989 -1.428 -0.4883
C 0.425 0.432 -0.008 -0.4052
C -0.186 1.340 1.069 -0.4103
C -1.478 0.756 1.588 -0.0706
O -1.125 -0.357 2.400 -0.5421
C -2.109 -1.278 2.568 0.8111
C -1.706 -2.693 2.306 -0.7243
O -3.222 -0.969 2.910 -0.5710
H -3.551 3.423 -2.466 0.1922
H -2.258 3.055 -1.372 0.1780
H -3.564 1.908 -1.514 0.1810
H -3.633 0.490 -3.107 0.1930
H -2.599 0.547 -4.487 0.2223
H 1.030 1.446 -1.764 0.2416
H -0.600 1.781 -1.353 0.2366
H 1.489 0.405 0.158 0.2230
H 0.068 -0.585 0.075 0.2149
H 0.504 1.456 1.888 0.2259
H -0.384 2.332 0.681 0.2007
H -2.034 1.498 2.144 0.1876
H -2.088 0.480 0.735 0.1766
H -1.069 -2.712 1.433 0.2323
H -1.190 -3.113 3.151 0.2443
H -2.588 -3.260 2.079 0.2374
C 3.493 -0.703 3.121 -0.7232
C 4.340 0.243 2.303 0.5977
C 5.691 -0.261 1.858 -0.7217
O 3.953 1.351 2.018 -0.5460
H 2.551 -0.220 3.374 0.2357
H 3.285 -1.608 2.549 0.2304
H 4.013 -0.970 4.042 0.2305
H 5.572 -1.148 1.234 0.2308
H 6.302 -0.510 2.726 0.2298
H 6.193 0.513 1.281 0.2361
```

Energy above the lowest of the compared OMol25 structures with the same formula, charge and spin (kcal per mole): 15.1
SMILES: COC[C@@]1(I)OC(=O)O[C@]1(I)CCCCOC(C)=O.CC(C)=O
Frontier orbital gap (eV): 8.8
HOMO (eV): -9.69
Total charge: 0

4.
This record from OMol25 describes C3H4ClNO in the gas phase in a non-equilibrium geometry. The level of theory is ωB97M-V/def2-TZVPD.

XYZ file:
```
10
Properties=species:S:1:pos:R:3:nbo_charge:R:1
N -0.187 2.217 -1.912 -0.2757
C -0.244 1.168 -1.416 0.2453
C -0.269 -0.180 -0.756 -0.2508
Cl 1.332 -0.878 -1.498 -0.0500
C -0.079 -0.068 0.760 -0.0801
O 0.402 -1.227 1.413 -0.7104
H -1.118 -0.898 -1.044 0.2710
H 0.680 0.720 0.821 0.1786
H -0.973 0.239 1.282 0.1900
H 0.457 -1.093 2.348 0.4821
```

Energy above the lowest of the compared OMol25 structures with the same formula, charge and spin (kcal per mole): 28.2
SMILES: N#C[C@@H](Cl)CO
Frontier orbital gap (eV): 11.5
HOMO (eV): -11.16
Total charge: 0

5.
This record from OMol25 describes C20H28N4O2S in the gas phase in a non-equilibrium geometry. The level of theory is ωB97M-V/def2-TZVPD.

XYZ file:
```
55
Properties=species:S:1:pos:R:3:nbo_charge:R:1
C -0.467 -3.409 -0.747 -0.2508
O -1.535 -2.635 -0.254 -0.5591
C -1.479 -2.442 1.144 -0.0840
C -2.257 -1.170 1.489 -0.2335
N -1.567 -0.028 0.955 -0.3762
C -1.683 0.555 -0.277 0.3594
C -2.740 0.215 -1.261 -0.4783
C -4.104 0.570 -0.727 -0.0377
C -4.347 1.852 -0.248 -0.1590
C -5.590 2.187 0.259 -0.2189
C -6.604 1.244 0.291 -0.2191
C -6.370 -0.033 -0.186 -0.2067
C -5.126 -0.370 -0.690 -0.2197
N -0.747 1.447 -0.437 -0.3075
N 0.019 1.466 0.671 -0.3430
C -0.470 0.577 1.490 0.1831
S 0.224 0.141 3.026 0.2757
C 1.930 0.546 2.543 -0.6163
C 2.228 -0.213 1.250 0.7050
O 1.695 -1.291 1.041 -0.6731
N 3.066 0.358 0.371 -0.4381
C 3.839 1.563 0.579 -0.2082
C 5.312 1.307 0.250 -0.4027
C 5.458 0.803 -1.180 -0.4022
C 4.612 -0.453 -1.358 -0.4029
C 3.150 -0.213 -0.971 -0.0500
C 2.397 0.660 -1.976 -0.6323
H 0.494 -2.963 -0.468 0.1955
H -0.510 -4.434 -0.361 0.1626
H -0.569 -3.423 -1.830 0.1884
H -0.435 -2.325 1.464 0.2159
H -1.917 -3.303 1.670 0.1694
H -3.258 -1.208 1.056 0.2332
H -2.327 -1.064 2.574 0.2220
H -2.531 0.782 -2.171 0.2513
H -2.684 -0.853 -1.484 0.2490
H -3.553 2.584 -0.276 0.2139
H -5.767 3.186 0.629 0.2132
H -7.575 1.506 0.687 0.2129
H -7.158 -0.772 -0.164 0.2126
H -4.946 -1.369 -1.062 0.2125
H 1.966 1.625 2.421 0.2489
H 2.574 0.217 3.358 0.2492
H 3.764 1.885 1.616 0.2108
H 3.445 2.360 -0.060 0.2000
H 5.874 2.231 0.393 0.2115
H 5.706 0.558 0.941 0.1984
H 5.137 1.578 -1.877 0.1979
H 6.505 0.578 -1.394 0.2117
H 4.651 -0.796 -2.392 0.2122
H 5.017 -1.245 -0.724 0.2043
H 2.640 -1.180 -0.912 0.2437
H 2.274 0.114 -2.908 0.2116
H 2.927 1.584 -2.187 0.1960
H 1.413 0.911 -1.587 0.2471
```

Energy above the lowest of the compared OMol25 structures with the same formula, charge and spin (kcal per mole): 37.1
SMILES: COCCn1c(Cc2ccccc2)nnc1SCC(=O)N1CCCC[C@@H]1C
Frontier orbital gap (eV): 9.0
HOMO (eV): -8.32
Total charge: 0

6.
This record from OMol25 describes a molecular structure, C12H26Cl8F30HfO2P5 in a non-equilibrium geometry. The level of theory is ωB97M-V/def2-TZVPD.

XYZ file:
```
84
Properties=species:S:1:pos:R:3:lowdin_charge:R:1
Hf 13.247 -37.434 2.464 2.4705
P 11.503 -35.960 7.358 0.0672
F 10.381 -35.303 6.491 -0.1042
F 10.734 -35.575 8.680 -0.1220
F 10.658 -37.349 7.499 -0.1652
F 12.894 -36.413 8.063 -0.1342
F 12.062 -36.481 5.930 -0.2055
F 12.135 -34.502 7.178 -0.1002
P 16.742 -35.529 4.141 0.1822
F 15.207 -34.915 4.024 -0.2003
F 16.951 -35.112 5.680 -0.1307
F 16.066 -36.869 4.613 -0.1695
F 18.192 -36.228 4.118 -0.1422
F 16.373 -36.061 2.626 -0.2042
F 17.506 -34.152 3.573 -0.1704
P 11.254 -33.951 0.559 0.1553
F 11.560 -33.774 -1.000 -0.1052
F 11.648 -32.396 0.923 -0.1420
F 9.669 -33.568 0.385 -0.1415
F 11.054 -34.381 2.091 -0.1955
F 11.138 -35.533 0.489 -0.2143
F 12.762 -34.461 0.850 -0.2061
P 16.819 -41.384 2.327 0.1784
F 17.203 -41.038 3.883 -0.2044
F 17.694 -42.736 2.571 -0.1742
F 15.578 -42.255 2.788 -0.1703
F 16.531 -41.676 0.702 -0.1861
F 15.769 -40.163 2.307 -0.2053
F 18.090 -40.402 1.970 -0.1766
P 15.146 -37.255 -2.438 0.1621
F 14.612 -37.577 -0.914 -0.2082
F 15.611 -35.865 -1.904 -0.1279
F 16.570 -37.974 -2.027 -0.1558
F 15.791 -36.974 -3.970 -0.1807
F 14.534 -38.725 -2.746 -0.1580
F 13.781 -36.508 -2.795 -0.1370
Cl 20.969 -36.889 10.683 0.6697
C 19.665 -36.743 9.700 -0.7974
C 18.427 -36.268 10.425 -0.6869
Cl 17.646 -37.272 11.636 0.5624
H 19.589 -37.730 9.245 0.0672
H 19.936 -36.165 8.816 0.0849
H 17.628 -36.045 9.718 0.0725
H 18.772 -35.349 10.898 0.0646
Cl 23.308 -38.547 4.815 0.6445
C 22.014 -39.455 5.469 -0.7185
C 21.834 -40.791 4.740 -0.6570
Cl 23.035 -41.968 5.232 0.5754
H 21.142 -38.802 5.495 0.0781
H 22.143 -39.541 6.548 0.0713
H 22.025 -40.611 3.682 0.0652
H 20.878 -41.203 5.063 0.0803
Cl 19.290 -27.970 5.849 0.5832
C 19.850 -28.153 4.222 -0.7449
C 19.633 -29.494 3.581 -0.7379
Cl 20.361 -29.612 2.037 0.6164
H 20.904 -27.912 4.363 0.0571
H 19.398 -27.348 3.644 0.0698
H 18.549 -29.581 3.510 0.0788
H 19.981 -30.260 4.274 0.0776
Cl 21.190 -33.665 -2.735 0.5794
C 20.639 -35.259 -2.149 -0.6356
C 20.439 -35.258 -0.615 -0.5837
Cl 22.003 -34.713 0.071 0.5954
H 21.415 -35.964 -2.446 0.0667
H 19.692 -35.533 -2.614 0.0827
H 20.261 -36.278 -0.275 0.0856
H 19.638 -34.587 -0.302 0.0831
C 13.137 -40.500 5.331 -0.0297
O 12.540 -40.146 4.046 -0.2284
C 11.478 -41.036 3.769 -0.2135
C 11.309 -41.246 2.301 -0.1279
O 11.628 -39.996 1.590 -0.2431
C 11.172 -40.052 0.217 -0.0664
H 12.467 -40.377 6.181 0.1101
H 14.100 -39.990 5.372 0.1001
H 13.527 -41.518 5.329 0.1030
H 10.576 -40.689 4.274 0.1405
H 11.606 -42.010 4.242 0.1403
H 10.323 -41.629 2.039 0.1424
H 12.083 -41.959 2.017 0.1466
H 10.102 -40.238 0.124 0.0978
H 11.596 -40.846 -0.398 0.1055
H 11.439 -39.161 -0.352 0.0947
```

Frontier orbital gap (eV): 1.4
HOMO (eV): -9.28
Total charge: -1

Which formula does entry 6 have? C12H26Cl8F30HfO2P5